Record 1
164
Properties=species:S:1:pos:R:3:forces:R:3 method="wB97M-V/def2-TZVPD" e_lumo_ev=0.2 energy_ha=-3673.5173
C -1.38329 0.56715 2.95288 -0.08 -0.33 0.00
C -1.24676 -0.55282 2.22445 -0.15 0.62 0.01
C -0.66959 -0.62920 0.82456 -1.07 -0.31 0.13
N 0.52196 0.18976 0.63010 -0.70 -0.26 -0.12
C 1.72459 -0.56802 0.89568 0.67 0.82 0.04
C 1.98413 -0.70597 2.39724 -0.40 0.03 -0.26
C 3.43856 -0.76278 2.71472 0.22 0.16 0.05
F 4.10329 0.33092 2.27874 0.05 -0.15 0.06
F 3.66844 -0.82284 4.04928 -0.11 -0.23 -0.26
F 4.05443 -1.82479 2.13678 -0.05 0.02 0.26
C 0.57581 1.05825 -0.54182 0.33 0.64 -1.09
C -0.80185 1.68251 -0.89013 -0.44 0.11 0.54
C -0.90545 3.18409 -1.15052 0.11 0.04 -0.45
C -0.32767 3.77108 -2.43607 -0.34 0.50 0.24
C -1.22992 3.58127 -3.65576 0.63 0.30 -0.25
O -0.55890 3.01312 -4.77684 -0.43 -0.13 -0.19
C 0.35235 3.91007 -5.36836 0.22 -0.18 0.01
N 1.55762 2.13281 -0.36589 0.00 -0.06 0.23
C 1.89268 2.60213 0.97286 0.04 0.08 0.23
C 0.71378 3.06206 1.81960 0.16 0.44 0.20
C 0.58501 4.57990 1.92467 -0.58 -0.37 -0.14
C 1.07414 0.27791 -1.79910 0.17 -0.60 -0.13
O 0.44258 -0.98505 -1.93467 0.02 0.47 0.16
O 0.87142 1.04356 -2.93671 -0.26 0.17 0.12
C 1.22519 0.48494 -4.20604 0.43 -0.24 -1.05
N 2.34442 -0.41382 -4.24867 -0.13 -0.09 0.15
C 0.03544 -0.15247 -4.94681 -0.12 0.43 0.84
C -1.24641 0.22098 -4.28682 1.19 -1.61 -1.00
C -2.55338 -0.39423 -4.98959 -0.69 1.29 0.10
O -1.86222 -0.70535 -3.59412 -0.96 0.64 1.66
H -1.09144 0.57446 3.99374 -1.37 -0.28 0.61
H -1.74878 1.50575 2.56515 1.29 0.52 -0.49
H -1.61372 -1.48304 2.64162 1.22 -0.49 0.60
H -0.40779 -1.67874 0.70307 0.11 -0.25 -0.27
H -1.45752 -0.45690 0.09895 0.18 0.14 -0.43
H 1.78182 -1.52421 0.38805 -0.25 -0.47 -0.08
H 2.55736 0.01394 0.51234 0.11 0.13 -0.19
H 1.48566 -1.56833 2.82436 0.00 -0.21 0.17
H 1.56566 0.17955 2.85957 0.03 0.17 0.29
H -1.27134 1.16987 -1.72387 0.09 -0.33 -0.17
H -1.47900 1.50349 -0.06016 -0.09 -0.03 0.29
H -0.55830 3.78213 -0.32082 0.21 -0.12 0.31
H -1.97598 3.38248 -1.20964 -0.25 0.05 0.09
H -0.25338 4.84402 -2.26836 0.08 0.24 0.06
H 0.68612 3.46053 -2.62893 0.20 -0.41 -0.06
H -2.09742 2.96704 -3.42403 -0.04 -0.35 -0.03
H -1.61095 4.54264 -3.99054 -0.14 0.12 0.21
H -0.04552 4.91908 -5.42337 -0.13 0.22 0.01
H 0.56423 3.55935 -6.37264 -0.03 -0.11 -0.18
H 1.29367 3.93093 -4.82159 0.18 0.10 0.17
H 2.40397 1.95436 -0.88408 0.05 -0.01 -0.09
H 2.55144 3.45680 0.84603 0.16 0.19 -0.19
H 2.48694 1.89920 1.55794 -0.05 -0.32 -0.08
H -0.23231 2.68167 1.46914 -0.04 -0.35 -0.27
H 0.81911 2.66864 2.82342 -0.02 -0.17 0.23
H 0.83628 5.05450 0.98090 0.31 0.22 -0.05
H 1.13549 4.98380 2.76420 0.42 0.20 -0.05
H -0.45832 4.79107 2.10777 -0.28 0.34 0.13
H 2.14982 0.12278 -1.68846 0.21 -0.24 0.19
H 1.11221 -1.66941 -1.82916 -0.14 -0.26 0.11
H 1.50946 1.33266 -4.81566 0.05 0.54 0.30
H 2.08562 -1.35691 -3.99830 0.04 -0.08 0.12
H 3.12478 -0.10698 -3.68706 0.13 0.06 -0.08
H -0.03314 0.23164 -5.95418 0.39 -0.24 -0.36
H 0.03953 -1.23406 -4.88338 0.25 -0.25 -0.40
H -1.34770 1.22186 -3.93672 -0.17 0.51 -0.11
H -2.98883 0.64500 -4.98155 -0.28 -0.06 0.83
H -3.47957 -0.80084 -4.59342 -0.15 -1.13 -1.22
C -5.37765 -1.31373 -7.59208 -0.10 -0.11 -0.12
C -5.19364 0.04059 -7.10482 0.25 0.42 0.24
N -5.00403 1.09439 -6.68469 -0.14 -0.14 -0.15
H -6.21764 -1.77662 -7.08023 0.02 -0.08 0.01
H -5.56899 -1.30693 -8.66333 0.00 0.02 -0.01
H -4.48196 -1.89555 -7.38871 0.00 -0.03 0.03
C -2.10783 6.03826 4.88280 0.19 0.07 -0.02
C -1.35147 4.79803 4.83599 0.21 -0.35 -0.20
N -0.75557 3.81851 4.75088 -0.17 0.14 0.21
H -2.97313 5.92457 5.52251 -0.06 0.02 0.02
H -1.47664 6.83567 5.27164 0.00 0.02 0.00
H -2.44050 6.29902 3.87932 -0.02 -0.03 -0.03
C 6.47724 -1.54520 4.39343 0.19 0.04 0.08
C 7.87987 -1.74432 4.04953 0.29 -0.07 -0.07
N 8.98456 -1.90946 3.77693 -0.26 -0.01 0.04
H 6.35409 -1.60241 5.47308 -0.04 0.01 0.01
H 6.14953 -0.56883 4.04979 -0.02 0.03 -0.01
H 5.86511 -2.30940 3.92454 -0.06 0.00 -0.02
C -3.79668 4.74460 -6.44548 -0.02 -0.05 -0.03
C -2.94818 5.71567 -5.77280 0.28 0.30 0.14
N -2.25136 6.45371 -5.23099 -0.31 -0.07 -0.20
H -3.27001 3.79509 -6.53193 -0.03 -0.03 0.02
H -4.70971 4.59161 -5.87455 -0.02 -0.05 -0.02
H -4.05279 5.10496 -7.43935 -0.02 -0.02 -0.02
C -4.35489 4.17128 -0.16780 -0.13 -0.05 0.01
C -3.41811 4.95805 0.61575 0.31 0.21 0.21
N -2.68290 5.59367 1.23142 -0.30 -0.08 -0.10
H -4.02209 3.13643 -0.22153 0.01 -0.01 0.01
H -5.33890 4.20820 0.30068 0.09 -0.08 -0.08
H -4.41425 4.57793 -1.17652 -0.01 -0.02 -0.02
C -7.52919 6.89388 0.35095 -0.08 0.00 -0.02
C -7.53017 5.49402 0.74082 0.03 -0.38 0.14
N -7.49099 4.38998 1.06070 -0.10 0.26 -0.08
H -6.52007 7.20432 0.08859 0.01 0.04 0.00
H -8.18143 7.04689 -0.50563 -0.01 0.04 -0.01
H -7.88221 7.50488 1.17616 -0.01 0.06 -0.01
C 0.33351 -5.41912 0.88560 -0.09 0.01 0.13
C 0.90195 -4.56066 -0.13742 0.23 0.32 -0.42
N 1.35154 -3.88358 -0.95148 -0.13 -0.07 0.24
H 0.83724 -6.38022 0.88022 0.00 -0.07 0.03
H 0.46281 -4.95976 1.86387 0.02 0.00 0.01
H -0.72723 -5.57220 0.69610 0.02 -0.05 -0.01
C 6.52140 -4.75210 2.38635 0.19 0.09 -0.06
C 5.24572 -5.42944 2.50374 -0.41 -0.22 0.04
N 4.23360 -5.96281 2.60374 0.05 0.05 -0.03
H 7.27020 -5.43674 1.99174 0.00 0.02 0.00
H 6.42376 -3.90030 1.71521 0.04 0.02 0.00
H 6.84266 -4.40178 3.36458 0.08 0.00 0.00
C -3.73188 -3.55257 -3.51798 -0.01 -0.01 0.08
C -4.60315 -3.76432 -4.66419 -0.18 -0.08 -0.36
N -5.27727 -3.93787 -5.57998 0.15 0.08 0.28
H -3.68736 -2.49424 -3.27160 0.07 -0.02 0.04
H -4.11229 -4.10510 -2.66127 0.00 -0.02 0.02
H -2.72767 -3.89826 -3.75203 0.04 0.04 0.00
C -5.58947 10.10545 2.81268 0.04 0.00 0.08
C -6.47989 10.07440 1.66300 -0.23 0.05 -0.34
N -7.18009 10.04759 0.75118 0.18 -0.01 0.25
H -5.37872 11.13700 3.08603 0.01 0.02 0.01
H -6.05637 9.60017 3.65560 0.03 -0.03 0.02
H -4.65619 9.60193 2.56932 0.01 -0.02 0.02
C 1.79473 -9.30705 0.22978 0.20 -0.03 -0.01
C 0.36627 -9.07507 0.31507 -0.53 0.20 0.02
N -0.75452 -8.82763 0.38810 0.27 -0.09 -0.01
H 2.20731 -9.42746 1.22813 0.04 0.00 0.06
H 2.01048 -10.19934 -0.35077 -0.10 -0.05 0.01
H 2.26869 -8.45057 -0.24315 0.07 0.08 -0.02
C 5.09285 -11.07031 -1.32827 0.06 0.03 0.04
C 3.88298 -11.83094 -1.06357 -0.39 -0.21 0.04
N 2.90554 -12.39392 -0.83563 0.32 0.10 -0.05
H 5.84687 -11.71486 -1.77544 0.03 0.01 0.01
H 4.87030 -10.25461 -2.01371 0.01 0.00 -0.03
H 5.47016 -10.64886 -0.39405 0.01 -0.07 -0.29
C -6.16194 5.54993 7.70668 -0.03 -0.05 0.08
C -5.58953 6.20366 6.54166 0.12 0.18 -0.36
N -5.13799 6.71477 5.61608 -0.26 -0.02 0.25
H -5.38156 5.35230 8.43844 0.00 -0.01 0.02
H -6.91758 6.19174 8.15415 -0.01 0.00 0.02
H -6.62076 4.60914 7.41068 -0.01 -0.02 0.01
C -0.54003 7.65713 -0.36509 -0.06 0.05 -0.01
C 0.81194 7.33455 -0.79221 0.39 -0.08 -0.12
N 1.88155 7.07898 -1.12756 -0.24 0.05 0.07
H -0.57800 7.73224 0.71927 -0.03 -0.06 0.02
H -0.84827 8.60439 -0.80395 -0.01 0.00 -0.02
H -1.22419 6.87416 -0.68348 -0.03 -0.02 0.04
C 5.59342 -11.01573 3.04841 -0.19 0.06 -0.21
C 6.06828 -10.13953 1.99002 0.16 0.34 -0.25
N 6.44421 -9.44641 1.15130 -0.05 -0.16 0.34
H 6.20759 -11.90957 3.09089 0.01 -0.04 0.05
H 5.64585 -10.50471 4.00226 -0.01 -0.01 0.07
H 4.56094 -11.30148 2.85151 0.00 -0.02 0.00
C 9.29328 -11.99659 5.68786 0.09 -0.01 0.00
C 7.84730 -11.84770 5.70887 -0.43 0.03 0.07
N 6.70379 -11.72999 5.72703 0.41 -0.09 0.16
H 9.67064 -12.05854 6.70609 0.02 0.00 0.01
H 9.56219 -12.90404 5.15157 0.02 -0.01 0.00
H 9.74442 -11.14031 5.19097 0.02 0.01 0.00

Record 2
57
Properties=species:S:1:pos:R:3:forces:R:3 method="wB97M-V/def2-TZVPD" smiles="COc1ccc(S(=O)(=O)N2CCC(C(N)=O)(N3CCCCC3)CC2)cc1OC" de_lowest_kcal_mol=45.7 e_lumo_ev=0.6 energy_ha=-1680.0488
C -5.09726 -3.01812 -1.63546 -0.05 -0.11 -0.21
H -5.66271 -2.38063 -2.32245 0.03 -0.01 0.03
O -4.79897 -2.34739 -0.43400 0.17 0.31 0.27
C -4.02793 -1.23431 -0.48770 -0.04 -0.01 0.16
C -3.50599 -0.67969 -1.64638 -0.10 -0.15 0.09
C -2.71825 0.46331 -1.58976 0.03 0.12 -0.03
C -2.46347 1.04267 -0.37015 0.44 0.56 -0.12
C -2.97529 0.51453 0.80504 -0.23 -0.21 0.31
C -3.76789 -0.61864 0.76337 0.02 -0.05 -0.09
O -4.33150 -1.21756 1.84235 -0.01 -0.07 -0.39
C -4.14780 -0.61991 3.10385 0.03 0.09 0.19
H -4.53709 0.40243 3.12479 0.02 -0.02 -0.01
H -3.09232 -0.61031 3.39467 -0.03 0.01 -0.02
H -4.70986 -1.23686 3.80305 0.06 0.08 -0.01
H -2.75187 1.03081 1.72348 -0.06 -0.04 0.21
S -1.34148 2.42726 -0.25065 0.14 0.08 0.05
O -1.37592 3.18439 -1.46546 0.00 -0.35 -0.20
O -1.56674 3.10617 0.99373 -0.05 -0.35 0.11
N 0.16938 1.72411 -0.14875 -0.73 0.71 -0.06
C 0.41431 0.98844 1.06362 0.12 -0.14 0.66
C 1.91457 0.74386 1.21814 -0.16 -0.10 -0.17
H 2.42220 1.70900 1.22015 0.09 0.02 0.07
H 2.08337 0.24890 2.17524 0.04 0.06 0.01
C 2.44475 -0.08575 0.03804 0.01 0.35 -0.30
N 3.90722 -0.22526 0.04316 -0.17 -0.08 0.17
C 4.41579 -1.27923 -0.81701 0.26 0.11 -0.38
H 3.79334 -1.35680 -1.70748 -0.03 -0.05 0.03
C 5.85376 -0.95810 -1.21546 -0.03 -0.30 0.14
C 6.72145 -0.86294 0.03388 -0.04 0.26 -0.13
C 6.10430 0.15314 0.98720 -0.02 -0.30 0.18
C 4.64731 -0.20928 1.28568 0.19 0.29 0.12
H 4.23776 0.54131 1.95935 -0.04 -0.07 0.02
H 4.63103 -1.19181 1.79910 -0.02 0.04 0.03
H 6.66631 0.19373 1.92204 0.02 0.05 0.03
H 6.12646 1.14135 0.52671 -0.01 0.09 0.04
H 7.73895 -0.56805 -0.22763 0.05 -0.07 0.03
H 6.76888 -1.84058 0.52062 0.05 -0.05 0.02
H 6.22939 -1.73152 -1.88697 0.01 0.00 -0.06
H 5.86680 -0.00380 -1.74284 -0.01 0.03 -0.10
H 4.39788 -2.26064 -0.30751 -0.07 0.04 -0.04
C 2.07664 0.68181 -1.25007 -0.37 -0.19 0.20
C 0.58913 1.00926 -1.33160 0.12 -0.21 -0.75
H 0.38866 1.66260 -2.18126 0.10 -0.15 -0.07
H 0.01969 0.07685 -1.45039 0.05 0.12 -0.02
H 2.34007 0.09064 -2.12536 0.02 0.01 -0.02
H 2.66079 1.60160 -1.25884 0.05 0.00 0.04
C 1.77491 -1.47498 0.03901 0.13 0.07 0.14
O 1.14707 -1.92885 -0.89298 -0.12 -0.07 -0.32
N 1.96683 -2.19317 1.17126 -0.01 -0.26 0.37
H 1.61221 -3.13564 1.20169 0.03 0.06 -0.04
H 2.55260 -1.87556 1.92172 0.01 0.02 -0.04
H 0.04046 1.60116 1.88537 0.10 -0.21 0.08
H -0.12272 0.02455 1.05900 0.00 0.06 0.06
H -2.32091 0.91203 -2.48483 0.03 0.00 -0.16
H -3.70333 -1.13083 -2.60479 -0.05 -0.08 -0.07
H -4.18980 -3.37529 -2.13226 -0.03 0.03 0.02
H -5.71069 -3.87048 -1.34824 0.04 0.05 -0.07